(w)
Formula: C5H9N2S
Source: OMol25
Level of theory: ωB97M-V/def2-TZVPD

HOMO energy (alpha / beta): -12.1 / -12.1 eV
HOMO-LUMO gap (alpha / beta): 7.48 / 7.48 eV
Molar mass: 129.21 u

Structure (ORCA input):
```
! RIJCOSX wB97M-V def2-TZVPD def2/J DEFGRID3
* xyz 1 1
C 2.5190 2.3053 -0.4561
C 0.1282 2.6642 -0.1915
C -1.1317 0.5552 0.0773
C -0.1691 -0.5504 -0.2516
C -0.4208 -3.3860 0.4243
N 1.3902 2.3737 -0.2568
N -0.9006 1.8373 0.0280
S 0.1147 -1.7480 1.1728
H 3.4666 2.1216 -0.1906
H 0.0285 3.7062 -0.1853
H -2.0849 0.1353 0.1877
H -0.4641 -1.1949 -1.0932
H 0.8174 -0.2399 -0.4728
H -1.5525 -3.2582 0.2857
H 0.2026 -3.5507 -0.4332
H -0.3038 -4.2552 0.9379
H -1.6393 2.4844 0.4175
*
```

(x)
Formula: C5H9N2S
Source: OMol25
Level of theory: ωB97M-V/def2-TZVPD

HOMO energy (alpha / beta): -12.2 / -12.2 eV
HOMO-LUMO gap (alpha / beta): 7.25 / 7.26 eV
Molar mass: 129.21 u

Structure (ORCA input):
```
! RIJCOSX wB97M-V def2-TZVPD def2/J DEFGRID3
* xyz 1 1
C 0.2095 -0.2737 1.5321
C -0.5778 0.0149 0.4516
C 1.5345 -0.0651 -0.3030
C 2.7263 -0.0711 -1.0547
C -3.2696 0.4951 0.3696
N 1.5316 -0.1714 1.0267
N 0.2012 0.0263 -0.6034
S -3.9416 -0.8592 -0.3607
H 0.0058 -0.2453 2.5845
H 3.0823 0.9777 -1.2746
H 3.5152 -0.5494 -0.5218
H 2.4227 -0.4984 -1.9414
H -3.6336 0.5708 1.3650
H -2.7596 1.3398 0.0462
H 2.3341 -0.0787 1.6781
H -0.1894 0.2000 -1.4904
H -3.1913 -0.8123 -1.5036
*
```

(y)
Formula: C5H9N2S
Source: OMol25
Level of theory: ωB97M-V/def2-TZVPD

HOMO energy: -12.7 eV
HOMO-LUMO gap: 8.32 eV
Molar mass: 129.21 u

Structure (ORCA input):
```
! RIJCOSX wB97M-V def2-TZVPD def2/J DEFGRID3
* xyz 1 1
C -0.4096 -2.0314 2.1007
C -0.6177 -0.7494 2.1407
C 0.0541 0.6332 -0.4776
C -0.8607 -1.5225 -1.4610
C 1.5218 2.7692 -1.1736
N -0.7153 0.4559 1.9882
N -0.2356 -0.4875 -0.7383
S 0.7497 1.9512 0.2348
H 0.2552 -2.3489 2.8187
H 0.0688 -2.0468 -1.9941
H -1.4672 -1.2025 -2.2565
H -1.3269 -2.3373 -0.9731
H 1.7784 3.7356 -0.8815
H 0.7574 2.7232 -2.1056
H 2.4116 2.2272 -1.5348
H -0.9835 1.0573 2.8088
H -0.9806 -2.8266 1.5040
*
```

(x) is favored, and the nearest alternative lies 30.6 kJ/mol above it.

(w)
Formula: C18H25N3O2
Source: OMol25
Level of theory: ωB97M-V/def2-TZVPD

HOMO energy: -8.3 eV
HOMO-LUMO gap: 9.05 eV
Molar mass: 315.42 u

Structure (ORCA input):
```
! RIJCOSX wB97M-V def2-TZVPD def2/J DEFGRID3
* xyz 0 1
C -6.2441 -1.9767 -0.5701
C -5.1202 -0.9879 -0.4947
C -4.4910 -0.5369 -1.6468
C -3.4372 0.3572 -1.5762
C -2.9909 0.8281 -0.3504
C -1.8540 1.8105 -0.2525
N -0.9196 1.4033 0.7840
C 0.0102 2.4345 1.1957
C 1.1937 2.6215 0.2389
N 1.8776 1.3510 0.0836
C 3.0856 1.4688 -0.7153
C 3.8911 0.2208 -0.6188
C 4.3058 -0.4461 0.5666
C 5.0030 -1.5173 0.0986
O 5.0127 -1.4999 -1.2355
N 4.3206 -0.4242 -1.6700
C 0.9569 0.3748 -0.4773
C -0.2232 0.1576 0.4794
C 0.2319 -0.5048 1.7874
C 0.4439 -2.0142 1.6664
O 1.5544 -2.3758 0.8792
C -3.6194 0.3795 0.8047
C -4.6666 -0.5180 0.7326
H -5.8504 -2.9927 -0.5200
H -6.7902 -1.8737 -1.5049
H -6.9346 -1.8430 0.2596
H -4.8267 -0.8910 -2.6112
H -2.9596 0.6924 -2.4866
H -1.3867 1.9286 -1.2442
H -2.2572 2.7868 0.0400
H 0.4006 2.1540 2.1776
H -0.5307 3.3776 1.3020
H 0.8379 3.0117 -0.7325
H 1.8898 3.3501 0.6631
H 2.8772 1.6738 -1.7791
H 3.6762 2.2990 -0.3126
H 4.1190 -0.1499 1.5768
H 5.5164 -2.3251 0.5808
H 0.5807 0.7088 -1.4615
H 1.4774 -0.5713 -0.6263
H -0.9469 -0.5051 -0.0066
H 1.1612 -0.0386 2.1206
H -0.5374 -0.3265 2.5397
H 0.5517 -2.4409 2.6759
H -0.4189 -2.4832 1.1874
H 2.3311 -1.9170 1.2221
H -3.2689 0.7390 1.7601
H -5.1440 -0.8586 1.6407
*
```

(x)
Formula: C18H25N3O2
Source: OMol25
Level of theory: ωB97M-V/def2-TZVPD

HOMO energy: -8.8 eV
HOMO-LUMO gap: 6.83 eV
Molar mass: 315.42 u

Structure (ORCA input):
```
! RIJCOSX wB97M-V def2-TZVPD def2/J DEFGRID3
* xyz 0 1
C 6.5018 -2.4291 -0.4588
C 4.8631 -2.2470 -0.7173
C 4.3741 -0.7339 -0.2789
C 3.0494 -0.1874 -1.0751
C 1.6202 -0.7506 -0.4108
C 1.3829 -2.2354 -1.1423
N 0.9448 -3.2250 -1.8662
C 0.4286 0.3064 -0.7584
C 0.0442 0.2232 -2.3850
N -0.3487 -0.0241 -3.5927
C -0.8949 0.2711 0.1790
C -1.2667 -1.1126 0.9296
C -2.6947 -1.7677 0.3671
C -2.4693 -3.1256 -0.5268
N -3.1019 -3.0394 -1.9246
H 7.0775 -1.4629 -0.7992
H 6.7049 -2.6592 0.6799
H 6.9553 -3.3324 -1.0633
H 4.6826 -2.4972 -1.8544
H 4.3505 -3.0701 -0.0279
H 5.2992 -0.0190 -0.4815
H 4.1275 -0.7132 0.8707
H 3.0802 -0.6431 -2.1690
H 3.0671 0.9848 -1.1736
H 1.8219 -0.8563 0.7373
H 0.9076 1.3939 -0.6319
H -0.8549 1.1606 0.9704
H -1.8194 0.5486 -0.5231
H -0.4730 -1.9661 0.9263
H -1.4842 -0.8547 2.0737
H -3.3571 -0.9858 -0.1993
H -3.3132 -2.1022 1.3283
H -3.0327 -4.0191 0.0199
H -1.3338 -3.4087 -0.5490
H -3.3405 -2.0330 -2.1525
H -2.4128 -3.4024 -2.6349
O -2.9178 6.2066 3.3650
C -3.0732 5.2683 2.5955
C -2.5366 5.3068 1.2208
C -2.7088 4.2821 0.3802
C -3.4411 3.0674 0.7902
O -3.5965 2.1292 0.0208
C -3.9777 3.0290 2.1649
C -3.8055 4.0537 3.0056
H -2.0012 6.2043 0.9353
H -2.3223 4.2944 -0.6316
H -4.5131 2.1314 2.4504
H -4.1919 4.0413 4.0174
*
```

(w) is favored, and the nearest alternative lies 761.4 kJ/mol above it.

(w)
Formula: C2H7N2O2
Source: OMol25
Level of theory: ωB97M-V/def2-TZVPD

HOMO energy: -13.2 eV
HOMO-LUMO gap: 9.00 eV
Molar mass: 91.09 u

Structure (ORCA input):
```
! RIJCOSX wB97M-V def2-TZVPD def2/J DEFGRID3
* xyz 1 1
C 0.6852 -0.0451 0.1168
C -1.8468 0.1043 0.5765
N 1.3159 1.1381 0.2870
N 1.3670 -1.0345 -0.2454
O -1.8914 1.0761 -0.3190
O -2.1582 -1.1377 0.3598
H -1.9637 0.5949 1.5918
H 0.8749 2.0369 0.4478
H 2.2115 1.2961 -0.0594
H 1.0755 -1.9783 -0.4591
H 2.3289 -1.0046 -0.5266
H -2.0588 0.9094 -1.2489
H -2.2342 -1.4766 -0.5069
*
```

(x)
Formula: C2H7N2O2
Source: OMol25
Level of theory: ωB97M-V/def2-TZVPD

HOMO energy (alpha / beta): -15.9 / -15.6 eV
HOMO-LUMO gap (alpha / beta): 7.20 / 8.83 eV
Molar mass: 91.09 u

Structure (ORCA input):
```
! RIJCOSX wB97M-V def2-TZVPD def2/J DEFGRID3
* xyz 1 1
C 0.8590 -0.8349 1.6841
C -0.3219 0.3981 -2.4607
N -0.7633 0.2906 0.6187
N -0.2127 0.1918 1.7003
O -0.4301 0.7721 2.6813
O 0.4187 0.2460 -1.3716
H 0.3974 -1.7097 2.1823
H 1.5251 -0.5096 2.4753
H 1.0463 -1.0414 0.6649
H -0.7963 -0.6531 -2.7094
H 0.5114 0.5373 -3.2147
H -0.9958 1.2522 -2.4465
H -1.2378 1.0604 0.1959
*
```

(y)
Formula: C2H7N2O2
Source: OMol25
Level of theory: ωB97M-V/def2-TZVPD

HOMO energy: -14.8 eV
HOMO-LUMO gap: 11.24 eV
Molar mass: 91.09 u

Structure (ORCA input):
```
! RIJCOSX wB97M-V def2-TZVPD def2/J DEFGRID3
* xyz 1 1
N 1.2087 -0.9669 -1.1807
C 0.9402 0.2295 -0.6135
O 1.2184 1.3489 -0.8947
C -0.1589 -0.0928 0.6398
N -0.9781 1.1728 0.8359
O -1.0570 -1.0480 0.3770
H 0.9457 -1.8472 -0.7911
H 1.9364 -1.1649 -1.9321
H 0.4504 -0.3048 1.4447
H -1.4483 1.2488 1.7032
H -0.4057 2.0065 0.6534
H -1.8286 1.0347 0.1894
H -0.8231 -1.6166 -0.4313
*
```

(z)
Formula: C2H7N2O2
Source: OMol25
Level of theory: ωB97M-V/def2-TZVPD

HOMO energy: -14.5 eV
HOMO-LUMO gap: 11.11 eV
Molar mass: 91.09 u

Structure (ORCA input):
```
! RIJCOSX wB97M-V def2-TZVPD def2/J DEFGRID3
* xyz 1 1
N -1.7555 1.0518 0.1416
C -1.1762 -0.1203 -0.0414
O -1.3015 -1.3148 -0.3528
C 0.6178 0.1658 0.3783
N 1.1050 -1.1039 0.0509
O 1.2027 1.1491 -0.4369
H -1.2304 1.8979 0.1529
H -2.7379 1.1063 0.3849
H 0.6820 0.3903 1.3638
H 1.2346 -1.7081 0.8382
H 0.2197 -1.4592 -0.5727
H 1.9630 -1.1333 -0.4907
H 1.1766 1.0783 -1.4160
*
```

(y) is favored, and the nearest alternative lies 73.1 kJ/mol above it.